Record 1
Entry from OMol25: a structure of composition C17H22CrN3O6 in a non-equilibrium geometry (ωB97M-V/def2-TZVPD).

Each line ends with the Mulliken charge.
Element x y z (Å)
Cr  0.79805  0.14621  0.05673  0.480
C  -2.99029  -0.92802  1.58839  -2.049
C  -1.96098  -0.61680  0.53118  0.946
O  -0.84348  -0.20085  0.93265  0.176
C  -2.27309  -0.80382  -0.85461  0.916
C  -3.59318  -1.09843  -1.25960  -1.047
C  -3.92914  -1.26620  -2.57604  -0.860
C  -2.94392  -1.14858  -3.56287  -0.490
C  -1.64696  -0.88420  -3.21639  -0.946
C  -1.25639  -0.69049  -1.86633  0.308
O  -0.01627  -0.46973  -1.60859  -0.123
H  -2.50418  -0.87772  2.56241  0.427
H  -3.41622  -1.91773  1.44010  0.444
H  -3.79148  -0.19177  1.56207  0.389
H  -4.36027  -1.18492  -0.50730  0.448
H  -4.94739  -1.48980  -2.85517  0.409
H  -3.21196  -1.26934  -4.60144  0.431
H  -0.88308  -0.79912  -3.97465  0.473
C  3.51024  1.37676  -0.87311  -0.869
O  2.73684  0.19724  -0.94783  0.184
C  3.46691  -0.95347  -0.57969  -0.504
C  2.52843  -2.14390  -0.70245  -0.558
O  1.52277  -1.99187  0.28110  0.053
C  0.61419  -3.07511  0.32010  -0.846
H  4.34097  1.31789  -1.58812  0.348
H  3.90268  1.51912  0.14246  0.277
H  2.83541  2.19165  -1.13582  0.200
H  3.81191  -0.86305  0.46104  0.321
H  4.33006  -1.07592  -1.25009  0.442
H  3.07742  -3.08009  -0.52525  0.486
H  2.08002  -2.15379  -1.70928  0.252
H  1.15652  -4.01631  0.47004  0.367
H  0.02489  -3.13670  -0.60352  0.326
H  -0.04226  -2.89791  1.17046  0.153
N  1.99185  2.98996  2.11452  -0.378
C  1.33994  1.79260  2.24746  1.014
O  1.85003  0.76234  1.69928  -0.752
C  0.20814  1.78390  3.08100  0.504
C  -0.33527  2.99870  3.50747  -0.278
N  -0.76986  4.02376  3.81034  -0.581
C  -0.40931  0.61444  3.52019  0.337
N  -0.93704  -0.32143  3.94043  -0.873
H  2.61043  3.10340  1.32946  0.172
H  1.49495  3.81222  2.41986  0.230
C  -0.67344  2.60142  -0.48887  -0.855
O  0.53222  1.98693  -0.26768  -0.202
H  -0.52021  3.68275  -0.61468  0.258
H  -1.34510  2.44109  0.37281  0.235
H  -1.16412  2.20465  -1.39214  0.200

Output
Kohn-Sham gap (alpha / beta) = 6.900 / 7.185 eV
2S+1 = 2
Net charge = 0
Expectation value of S² = 0.80

Record 2
Entry from OMol25: a structure of composition C17H27CuF6N4O7S2 in a non-equilibrium geometry (ωB97M-V/def2-TZVPD).

Each line ends with the Mulliken charge.
Element x y z (Å)
Cu  6.54627  -7.60271  -2.31417  1.926
C  8.55810  -9.84965  0.43848  0.548
F  9.78573  -10.19407  0.92774  -0.229
F  7.57189  -10.51183  1.08139  -0.226
F  8.36328  -8.56767  0.52539  -0.155
S  8.58753  -10.31536  -1.47503  0.623
O  9.64315  -9.52704  -2.10974  -0.608
O  8.85794  -11.73571  -1.49833  -0.566
N  6.97580  -9.76544  -1.91604  -0.107
S  6.37063  -10.96844  -2.60044  0.741
O  6.98078  -11.30936  -3.84410  -0.593
O  6.06824  -12.09369  -1.66083  -0.667
C  4.57058  -10.29893  -3.08489  0.533
F  4.21915  -10.97831  -4.19928  -0.239
F  3.66716  -10.49043  -2.13460  -0.252
F  4.66404  -9.00147  -3.43878  -0.180
C  9.76924  -8.34398  -5.63480  -0.656
C  8.56569  -9.17870  -6.12305  -0.579
C  7.44417  -8.34940  -5.49951  -0.331
O  7.95307  -7.76112  -4.28742  0.395
C  9.23056  -7.30146  -4.66293  -0.746
H  10.14217  -7.91429  -6.56452  0.271
H  10.58047  -8.90876  -5.17540  0.304
H  8.48215  -10.18764  -5.71911  0.156
H  8.46259  -9.24989  -7.20583  0.401
H  6.59344  -8.95469  -5.18648  0.024
H  6.98899  -7.59951  -6.14649  0.175
H  9.96283  -7.09448  -3.88252  0.301
H  9.14545  -6.32500  -5.13978  0.384
C  5.29342  -4.68009  -5.74638  -1.177
C  4.74120  -5.45809  -4.54205  0.569
O  5.50322  -5.92629  -3.67755  -0.347
N  3.42304  -5.56430  -4.45030  -0.191
C  2.68385  -6.30916  -3.39238  -0.663
H  5.91138  -3.88102  -5.33686  0.234
H  4.52572  -4.21022  -6.36116  0.422
H  5.94411  -5.32809  -6.33358  0.200
H  2.90220  -5.17062  -5.22091  0.240
H  3.27036  -7.06195  -2.86568  -0.046
H  1.69056  -6.63341  -3.70277  0.387
H  2.51676  -5.59949  -2.58210  0.312
C  10.12812  -5.75343  -0.17717  -1.141
C  8.99715  -5.52563  -1.15291  0.624
O  8.05143  -6.32249  -1.21568  -0.627
N  9.06340  -4.45937  -1.90929  -0.177
C  8.00491  -4.00103  -2.87625  -0.478
H  9.70383  -5.95356  0.80671  0.267
H  10.78853  -4.88665  -0.20282  0.378
H  10.56074  -6.71530  -0.45239  0.217
H  9.91452  -3.91747  -1.86412  0.223
H  8.38001  -3.10299  -3.36709  0.372
H  7.12813  -3.74084  -2.28324  0.246
H  7.73671  -4.85445  -3.49902  -0.195
N  4.89780  -6.83437  -0.65554  0.314
C  4.60027  -5.53473  -0.49993  -0.434
C  3.75138  -5.05453  0.43019  -0.745
C  3.24666  -5.92858  1.38281  -0.310
C  3.46275  -7.28607  1.22181  -0.838
C  4.25074  -7.74193  0.12078  -0.262
H  4.92319  -4.80554  -1.22823  0.391
H  3.49454  -4.00850  0.50932  0.430
H  2.49461  -5.47652  2.01247  0.363
H  2.94667  -8.02718  1.81411  0.410
H  4.43336  -8.78392  -0.09678  0.383

Output
Kohn-Sham gap = 8.174 eV
2S+1 = 1
Net charge = 0

Record 3
Entry from OMol25: a structure of composition C30H43AsN6O7OsS2Si3 (ωB97M-V/def2-TZVPD).

Each line ends with the Mulliken charge.
Element x y z (Å)
Os  0.96771  0.44401  0.44211  2.868
O  0.12775  -3.90193  4.50712  -0.543
C  0.57791  -2.83667  5.14596  0.450
O  0.86373  -2.83680  6.30918  -0.553
C  0.78565  -1.57608  4.35356  0.137
C  1.28730  -0.43197  4.94072  -0.672
N  1.38029  0.50343  3.98238  -0.497
N  0.96172  0.04543  2.79648  -0.120
C  0.60168  -1.21935  3.00802  -0.288
C  0.12004  -1.99017  1.82677  0.432
O  -0.19384  -3.16007  1.90700  -0.902
O  0.03409  -1.30214  0.71913  -0.664
H  -0.03713  -3.73721  3.55476  0.428
H  1.56706  -0.25461  5.96655  0.582
H  1.68469  1.45739  4.08610  0.153
N  5.16385  0.26812  0.83090  0.019
C  5.07075  -1.10850  1.00660  0.405
C  6.04161  -2.07706  1.23102  -1.305
C  5.59138  -3.37405  1.35803  -0.628
C  4.22712  -3.69611  1.26201  -1.266
C  3.26653  -2.73164  1.04128  -0.113
C  3.70852  -1.41350  0.91527  0.247
N  3.01384  -0.22410  0.68949  -0.382
C  3.92249  0.73828  0.64849  -0.089
C  3.47226  2.09730  0.40634  0.010
C  4.13838  3.27408  0.31918  -0.432
S  3.03884  4.55148  0.02959  -0.123
C  1.75009  3.45904  0.03818  -0.051
N  2.09657  2.21070  0.23797  0.802
H  6.01528  0.80720  0.82937  0.250
H  7.09245  -1.83264  1.30371  0.479
H  6.30539  -4.16591  1.53648  0.442
H  3.92489  -4.72891  1.36782  0.510
H  2.22209  -3.00006  0.96830  0.567
H  5.19657  3.46053  0.40733  0.524
H  0.72588  3.76123  -0.10152  -0.195
N  1.79435  -1.01025  -1.90835  -0.274
C  0.91430  -1.83602  -2.64670  0.562
C  0.38966  -2.98316  -2.04309  0.005
C  -0.50676  -3.76924  -2.73191  -0.763
C  -0.86447  -3.41399  -4.03576  -0.015
C  -0.35111  -2.26563  -4.64227  -0.827
C  0.55172  -1.48755  -3.94971  -0.451
S  -2.03417  -4.40397  -4.91175  1.175
O  -3.10397  -3.49236  -4.23567  -0.314
O  -1.92851  -4.15960  -6.31090  -0.597
O  -2.05197  -5.72807  -4.38900  -0.591
H  2.30750  -0.37717  -2.51084  0.309
H  2.45149  -1.56283  -1.37167  0.206
H  0.66575  -3.23689  -1.02874  0.080
H  -0.93273  -4.66071  -2.29090  0.540
H  -0.65197  -2.02350  -5.65297  0.540
H  0.99089  -0.61607  -4.42033  0.466
C  -4.67049  0.62544  -0.37692  -1.194
Si  -3.06118  -0.30705  -0.55286  0.518
C  -2.69582  -0.90480  -2.27330  -0.326
C  -3.04116  -1.73210  0.64260  -1.050
As  -1.31702  1.35206  -0.11090  0.215
Si  -1.40654  2.85871  -1.99912  0.746
C  -0.98806  4.63068  -1.52569  -1.334
C  -0.17447  2.13356  -3.20058  -0.663
C  -3.12839  2.88366  -2.70709  -1.126
Si  -2.03157  2.54732  1.85253  0.348
C  -0.69179  3.74948  2.38437  -0.917
C  -2.27482  1.28475  3.20790  -0.830
C  -3.59397  3.46626  1.41838  -1.025
H  -5.41823  0.12388  -0.99738  0.445
H  -4.63906  1.66965  -0.68379  0.292
H  -5.02537  0.58144  0.65479  0.367
H  -3.43541  -1.66059  -2.55077  0.520
H  -1.71728  -1.38388  -2.30322  -0.517
H  -2.72061  -0.12689  -3.03473  0.289
H  -3.91174  -2.34127  0.37436  0.550
H  -3.17870  -1.43810  1.68330  0.361
H  -2.16422  -2.36918  0.55465  0.044
H  0.05560  4.90135  -1.68876  0.383
H  -1.26959  4.89002  -0.50373  0.389
H  -1.57299  5.27996  -2.18219  0.454
H  0.83977  2.10099  -2.79517  0.209
H  -0.15316  2.72550  -4.11880  0.563
H  -0.47276  1.11566  -3.46114  -0.084
H  -3.81431  3.45942  -2.08356  0.338
H  -3.56758  1.90750  -2.89202  0.292
H  -3.06000  3.40295  -3.66823  0.425
H  0.27700  3.26431  2.52918  0.106
H  -0.99768  4.15806  3.35214  0.499
H  -0.56625  4.60016  1.71338  0.338
H  -1.33725  1.08497  3.72984  0.194
H  -2.66986  0.33519  2.84789  0.084
H  -2.98179  1.67786  3.94262  0.566
H  -3.53628  3.97484  0.45451  0.223
H  -3.78383  4.22645  2.18054  0.461
H  -4.45654  2.80004  1.39591  0.315

Output
Kohn-Sham gap (alpha / beta) = 7.457 / 6.512 eV
2S+1 = 5
Net charge = +2
Expectation value of S² = 6.03

Record 4
Entry from OMol25: a structure of composition C23H21IrN12 in a non-equilibrium geometry (ωB97M-V/def2-TZVPD).

Each line ends with the Mulliken charge.
Element x y z (Å)
Ir  -0.85643  0.13792  0.95358  0.521
C  2.79443  -1.21022  1.43318  -1.331
N  1.95929  -0.39173  0.56034  0.754
C  2.28011  -0.69353  -0.82780  -1.213
C  2.25352  1.01384  0.84051  -1.715
C  1.32836  1.96750  0.14709  1.086
C  1.91680  3.04793  -0.50352  -0.752
C  1.16298  4.03150  -1.11927  -0.844
C  -0.21142  3.93960  -1.05152  -1.038
C  -0.81520  2.86338  -0.41109  0.491
C  -0.07506  1.83302  0.17255  0.490
H  3.86151  -1.02543  1.23215  0.418
H  2.59394  -2.27010  1.26957  0.327
H  2.58744  -0.98007  2.47289  0.342
H  3.33403  -0.46317  -1.04911  0.425
H  1.65121  -0.10165  -1.49383  0.318
H  2.11747  -1.75368  -1.02724  0.305
H  3.28300  1.23347  0.51251  0.382
H  2.22180  1.16249  1.92427  0.391
H  2.99855  3.11299  -0.52176  0.380
H  1.64246  4.85726  -1.62511  0.380
H  -0.83283  4.71521  -1.48067  0.477
H  -1.88579  2.88343  -0.31502  0.262
N  -1.38237  1.83326  3.87241  -0.032
C  -2.28197  2.02507  2.85886  0.650
N  -3.25217  2.91299  2.90924  -0.581
N  -3.88184  2.76534  1.73365  -0.840
N  -3.33502  1.84986  1.02824  -0.402
N  -2.29976  1.32290  1.71929  0.473
C  -0.63702  0.69486  3.96293  0.522
N  -0.06341  0.27261  5.06801  -0.579
N  0.49232  -0.90245  4.71019  -0.776
N  0.28095  -1.16209  3.48120  -0.279
N  -0.45670  -0.15491  2.94009  0.421
H  -1.45924  2.41826  4.68912  0.257
C  0.65466  -4.18261  0.40932  -0.744
C  0.13372  -3.04039  1.03605  -0.588
N  -0.38540  -2.03327  0.35365  -0.210
C  -0.42592  -2.13050  -1.00023  0.301
C  0.11632  -3.20581  -1.70752  1.242
C  0.66801  -4.25822  -0.95742  -0.625
C  0.09077  -3.19151  -3.14260  -0.869
C  -0.52760  -2.19611  -3.80799  -0.975
C  -1.19559  -1.13970  -3.09954  1.469
C  -1.97715  -0.16774  -3.74632  -0.823
C  -2.67257  0.73167  -2.99310  -0.966
C  -2.52467  0.73069  -1.59885  -0.278
N  -1.72902  -0.11492  -0.95904  -0.031
C  -1.11134  -1.08294  -1.70828  -0.662
H  1.04553  -4.98289  1.02125  0.462
H  0.15399  -2.92039  2.10883  0.577
H  1.08514  -5.11805  -1.46572  0.446
H  0.56797  -4.00131  -3.67682  0.433
H  -0.55209  -2.18728  -4.88914  0.408
H  -2.04890  -0.16759  -4.82669  0.438
H  -3.32493  1.46312  -3.44724  0.467
H  -3.07488  1.41012  -0.96852  0.839

Output
Kohn-Sham gap = 6.591 eV
2S+1 = 1
Net charge = 0